16
Properties=species:S:1:pos:R:3:forces:R:3:lowdin_charge:R:1 method="wB97M-V/def2-TZVPD" charge=0 orbital_gap_ha=0.476 smiles=CC.CC de_lowest_kcal_mol=4.2 lumo_energy_ev=1.1589 total_energy_ha=-159.57827
C -1.94209 -0.48510 -0.99966 -0.21 -0.67 -0.40 -0.17
C -1.06691 -1.40718 -1.85748 0.17 0.59 -0.07 -0.17
H -1.49865 0.42388 -0.60913 0.35 -0.09 0.05 0.04
H -2.79919 -0.19345 -1.59907 -0.20 0.18 -0.03 0.06
H -2.32975 -1.10446 -0.19314 -0.07 0.28 0.33 0.06
H -1.72272 -2.16617 -2.27605 0.21 -0.36 0.08 0.06
H -0.60760 -0.90622 -2.70578 -0.06 0.28 -0.12 0.06
H -0.23254 -1.84527 -1.31007 -0.21 -0.22 0.15 0.05
C 0.95901 0.69875 0.92727 0.75 -1.39 1.03 -0.17
C 2.04021 1.21697 1.89488 -0.73 0.32 -0.19 -0.16
H 1.35684 -0.14468 0.35620 -0.03 0.22 -0.27 0.06
H 0.13747 0.24940 1.48483 -0.23 0.31 0.02 0.06
H 0.58734 1.45206 0.27826 -0.27 0.59 -0.64 0.04
H 3.03020 1.12463 1.47553 0.32 0.01 -0.12 0.05
H 2.01269 0.69108 2.84683 0.07 -0.06 0.00 0.06
H 1.85303 2.27355 2.09023 0.15 0.00 0.18 0.06